Formula: C3H5NO2
Source: the Open Molecules 2025 dataset
Level of theory: ωB97M-V/def2-TZVPD

```
11
Properties=species:S:1:pos:R:3
O 2.076 -1.064 0.028
C 0.940 -0.662 0.140
N -0.256 -1.313 0.152
C -1.116 -0.163 -0.047
C 0.210 0.707 0.123
O 0.730 1.575 -0.869
H -0.444 -2.289 0.287
H -1.922 -0.134 0.731
H -1.579 -0.019 -1.020
H -0.069 1.151 1.068
H 1.367 2.228 -0.526
```

Its charge is 0. As for the HOMO energy: -9.722 eV. As for the SMILES: O=C1NC[C@@H]1O. The value obtained for the HOMO-LUMO gap is 10.4733 eV. The total energy comes out at -8775.9352 eV.

***

Formula: C12H16Cl2N2O4S
Source: the Open Molecules 2025 dataset
Level of theory: ωB97M-V/def2-TZVPD

```
37
Properties=species:S:1:pos:R:3
C -3.203 -2.772 -0.218
O -2.763 -1.482 0.135
C -2.040 -1.410 1.342
C -0.579 -1.866 1.216
N 0.185 -1.036 0.309
C 0.706 0.137 0.734
O 0.601 0.533 1.873
C 1.522 0.900 -0.319
O 1.321 2.298 -0.141
C 0.107 2.831 -0.123
O -0.052 3.987 0.160
C -1.066 1.986 -0.529
N -1.011 1.170 -1.559
S -2.456 0.518 -1.911
C -3.260 1.332 -0.626
Cl -4.907 1.154 -0.287
C -2.353 2.119 0.050
Cl -2.727 3.075 1.407
C 3.027 0.645 -0.105
C 3.344 -0.844 -0.194
C 3.832 1.432 -1.135
H -3.823 -2.649 -1.104
H -2.370 -3.443 -0.455
H -3.799 -3.217 0.586
H -2.537 -2.003 2.122
H -2.053 -0.358 1.635
H -0.115 -1.783 2.202
H -0.520 -2.900 0.872
H 0.099 -1.214 -0.679
H 1.229 0.612 -1.335
H 3.271 1.012 0.897
H 4.415 -0.996 -0.084
H 3.040 -1.243 -1.160
H 2.839 -1.403 0.590
H 3.581 2.488 -1.080
H 4.895 1.316 -0.945
H 3.617 1.074 -2.139
```

Its charge is 0. As for the HOMO energy: -9.518 eV. As for the SMILES: COCCNC(=O)[C@@H](OC(=O)c1nsc(Cl)c1Cl)C(C)C. The value obtained for the HOMO-LUMO gap is 9.5914 eV. The total energy comes out at -59753.7874 eV.

***

Formula: C11H18
Source: the Open Molecules 2025 dataset
Level of theory: ωB97M-V/def2-TZVPD

```
29
Properties=species:S:1:pos:R:3
C -1.695 -1.052 0.942
C -1.869 0.120 -0.039
C -3.178 -0.188 -0.680
C -0.718 -0.034 -1.068
C -1.527 1.412 0.560
H -2.547 -1.313 1.810
H -1.408 -2.024 0.280
H -0.712 -0.924 1.510
H -3.393 0.261 -1.865
H -3.180 -1.440 -0.731
H -4.171 0.212 -0.184
H -1.038 0.572 -2.060
H -0.375 -0.982 -1.681
H 0.327 0.106 -0.789
H -0.413 1.550 0.855
H -1.923 2.109 -0.233
H -1.936 1.407 1.558
C 2.883 -1.223 -0.505
C 2.257 -1.184 0.767
C 1.935 0.114 1.434
C 2.104 1.193 0.777
C 2.617 1.200 -0.530
C 3.065 0.061 -1.152
H 2.897 -2.200 -1.039
H 2.133 -2.226 1.225
H 1.620 -0.044 2.530
H 1.937 2.164 1.327
H 2.652 2.205 -0.834
H 3.655 0.147 -2.187
```

Its charge is 0. As for the HOMO energy: -9.312 eV. As for the SMILES: CC(C)(C)C.c1ccccc1. The value obtained for the HOMO-LUMO gap is 10.1771 eV. The total energy comes out at -11694.4259 eV.

***

Formula: C50H88ClN7O28
Source: the Open Molecules 2025 dataset
Level of theory: ωB97M-V/def2-TZVPD

```
174
Properties=species:S:1:pos:R:3
C 1.055 -0.365 0.056
N -0.326 -1.084 0.092
C -1.460 -0.382 0.814
C -0.759 -1.298 -1.394
C -0.121 -2.553 0.607
C 0.353 -2.695 2.063
O 1.686 -2.280 2.375
H 0.884 0.700 -0.102
H 1.699 -0.802 -0.707
H 1.563 -0.481 1.013
H -2.401 -0.805 0.462
H -1.303 0.648 0.495
H -1.337 -0.536 1.886
H -0.955 -0.280 -1.731
H -1.691 -1.863 -1.410
H 0.057 -1.606 -2.048
H 0.420 -3.186 -0.096
H -1.039 -3.127 0.484
H 0.163 -3.714 2.401
H -0.331 -2.170 2.731
H 2.287 -2.918 1.984
Cl -3.040 -4.402 -1.763
O -1.574 -4.632 -1.834
O -3.492 -3.854 -0.510
O -3.333 -3.399 -2.793
O -3.710 -5.621 -2.024
C 1.249 -5.544 -3.607
N 1.657 -4.577 -2.572
O 1.649 -3.459 -3.037
O 2.165 -4.988 -1.524
H 0.513 -5.268 -4.362
H 0.773 -6.357 -3.057
H 2.196 -5.892 -4.019
C -6.399 0.427 -2.452
C -5.642 -0.774 -1.730
C -5.933 -0.828 -0.232
O -5.671 0.361 0.472
C -5.530 0.147 1.898
N -5.955 -1.970 -2.369
H -6.444 0.506 -3.539
H -6.078 1.404 -2.091
H -7.416 0.329 -2.072
H -4.571 -0.603 -1.838
H -5.156 -1.475 0.175
H -6.919 -1.216 0.027
H -4.732 -0.587 2.012
H -6.493 -0.211 2.260
H -5.154 1.031 2.414
H -6.292 -1.811 -3.308
H -5.108 -2.486 -2.562
C 0.949 4.098 0.076
C 0.206 5.017 1.036
C -0.167 6.364 0.375
O 0.980 7.096 0.315
C 0.771 8.342 -0.288
N -0.977 4.363 1.570
H 1.529 3.314 0.563
H 1.756 4.635 -0.422
H 0.271 3.662 -0.657
H 0.860 5.302 1.860
H -0.886 6.833 1.047
H -0.664 6.168 -0.576
H 0.627 8.366 -1.368
H 1.718 8.882 -0.280
H 0.017 8.768 0.374
H -1.703 4.536 0.889
H -1.406 4.781 2.383
C 1.321 -0.891 -6.570
C 1.003 -0.134 -5.286
C -0.569 -0.269 -4.966
O -1.240 0.745 -5.704
C -2.638 0.959 -5.305
N 1.857 -0.699 -4.213
H 0.678 -0.450 -7.332
H 1.253 -1.978 -6.530
H 2.377 -0.726 -6.784
H 1.022 0.941 -5.461
H -0.852 -0.222 -3.914
H -0.854 -1.291 -5.215
H -3.096 -0.024 -5.411
H -3.193 1.528 -6.051
H -2.655 1.406 -4.311
H 2.833 -0.701 -4.474
H 1.778 -1.689 -4.030
C -4.838 -4.052 4.037
C -3.798 -4.578 2.927
C -2.616 -5.292 3.620
O -1.716 -4.453 4.360
C -0.605 -5.165 4.807
N -4.483 -5.331 1.917
H -4.318 -3.558 4.859
H -5.418 -4.828 4.536
H -5.480 -3.263 3.644
H -3.231 -3.737 2.528
H -2.112 -5.731 2.759
H -3.045 -6.151 4.138
H -0.215 -4.622 5.668
H 0.258 -5.235 4.144
H -0.676 -6.209 5.114
H -4.158 -5.170 0.974
H -5.426 -4.969 1.915
C 3.172 -5.467 2.021
C 3.937 -4.214 1.793
C 5.458 -4.292 1.318
O 6.072 -3.020 1.412
C 6.369 -2.483 2.746
N 3.249 -3.515 0.728
H 3.845 -6.095 2.605
H 2.994 -6.069 1.131
H 2.265 -5.310 2.606
H 3.926 -3.664 2.734
H 5.548 -4.690 0.307
H 6.089 -5.014 1.836
H 5.634 -2.700 3.521
H 6.429 -1.400 2.644
H 7.380 -2.854 2.913
H 3.056 -4.153 -0.031
H 3.731 -2.640 0.577
C 4.071 1.142 1.893
C 4.502 2.325 2.420
C 5.840 2.914 2.142
O 6.196 4.017 2.620
C 6.645 2.047 1.258
C 6.239 0.820 0.790
C 4.905 0.327 1.009
O 4.496 -0.760 0.451
O 6.946 -0.023 -0.010
O 3.736 3.071 3.244
H 3.079 0.766 2.095
H 7.678 2.360 1.220
H 6.374 -0.777 -0.171
H 4.213 3.875 3.462
C 1.384 3.861 -3.240
C 1.828 2.640 -2.827
C 3.293 2.309 -2.712
O 3.706 1.197 -2.491
C 4.190 3.411 -3.176
C 3.679 4.566 -3.672
C 2.254 4.941 -3.801
O 1.819 6.016 -4.160
O 4.540 5.554 -4.004
O 1.001 1.550 -2.749
H 0.368 3.818 -3.604
H 5.263 3.292 -3.223
H 3.983 6.334 -4.064
H 1.473 0.777 -3.068
C -2.308 3.571 -2.573
C -2.480 4.862 -2.843
C -3.277 5.732 -1.906
O -3.255 6.966 -1.979
C -4.203 4.968 -1.016
C -4.060 3.614 -0.881
C -2.938 2.814 -1.518
O -2.758 1.635 -1.287
O -5.021 2.888 -0.205
O -2.225 5.399 -4.085
H -1.782 3.053 -3.361
H -5.029 5.445 -0.510
H -4.975 1.932 -0.272
H -2.502 6.311 -4.197
C 0.050 1.904 6.642
C 0.486 0.651 6.716
C 1.105 -0.077 5.612
O 1.581 -1.163 5.971
C 1.038 0.635 4.372
C 0.583 1.818 4.223
C 0.140 2.690 5.316
O -0.020 3.910 5.250
O 0.596 2.384 2.957
O 0.579 -0.012 7.925
H -0.176 2.443 7.550
H 1.393 0.135 3.482
H 0.395 3.321 3.013
H 1.182 -0.758 7.887
```

Its charge is 0. As for the HOMO energy: -8.690 eV. The value obtained for the HOMO-LUMO gap is 6.2586 eV. The total energy comes out at -133539.2348 eV.

***

The records above yield lowest unoccupied orbital energy values of 0.7517; 0.0739; 0.8649; -2.4311 eV, respectively.